Record 1
Molecular formula: C21H30Br3N9O6V
Method: DFT, ωB97M-V/def2-TZVPD

Output
F_max: 0.0857 Eh/bohr
HOMO (spin up / spin down): -7.6 / -9.7 eV
Spin multiplicity: 4
Orbital gap (spin up / spin down): 7.64 / 9.77 eV
Charge: 0

Each line ends with the Löwdin charge.
Positions of all 70 atoms, in Å:
V 9.93 10.24 10.99  0.732
O 9.84 7.15 13.96  0.009
C 10.37 7.84 12.84  -0.758
O 11.34 7.31 12.25  -0.045
O 9.78 8.94 12.72  -0.113
H 10.39 6.37 13.69  0.107
O 7.57 12.27 8.72  0.122
C 8.30 11.54 9.55  -0.818
O 7.71 11.00 10.54  -0.054
O 9.51 11.48 9.26  -0.075
H 6.67 12.29 9.05  0.106
C 10.44 13.64 14.17  -0.026
C 10.35 12.59 13.19  -0.202
N 10.23 11.80 12.39  0.164
H 11.40 13.64 14.72  0.099
H 9.51 13.58 14.82  0.108
H 10.45 14.52 13.56  0.073
C 14.57 10.67 10.58  -0.066
C 13.24 10.15 10.81  -0.242
N 12.11 10.06 10.86  0.172
H 15.22 10.49 11.45  0.077
H 14.55 11.80 10.31  0.098
H 15.07 10.03 9.86  0.041
C 10.60 14.84 9.90  -0.058
C 11.87 14.12 10.01  -0.277
N 12.85 13.61 10.27  0.154
H 9.96 14.37 9.11  0.095
H 10.87 15.85 9.51  0.091
H 10.10 14.96 10.85  0.054
C 9.42 9.75 15.69  -0.070
C 8.44 10.72 15.32  -0.268
N 7.55 11.44 15.14  0.149
H 10.34 9.87 15.13  0.059
H 9.14 8.69 15.47  0.087
H 9.78 9.94 16.71  0.093
C 11.06 10.89 6.27  -0.054
C 11.72 9.72 6.82  -0.274
N 12.31 8.88 7.30  0.140
H 11.48 11.74 6.71  0.066
H 10.00 10.82 6.28  0.069
H 11.23 10.92 5.19  0.088
C 13.63 8.93 14.35  -0.053
C 13.90 10.35 14.51  -0.285
N 14.07 11.50 14.55  0.122
H 14.53 8.37 14.46  0.078
H 13.23 8.82 13.34  0.056
H 12.91 8.62 15.13  0.091
C 9.66 6.02 8.96  -0.043
C 9.67 7.39 9.49  -0.161
N 9.70 8.47 9.87  0.153
H 9.65 5.38 9.83  0.078
H 10.50 5.84 8.25  0.102
H 8.77 5.86 8.33  0.062
C 5.93 7.03 11.81  -0.049
C 6.41 6.44 10.55  -0.276
N 6.61 5.96 9.57  0.149
H 6.50 6.55 12.65  0.101
H 4.87 6.86 11.93  0.073
H 6.18 8.10 11.82  0.089
C 6.00 13.39 12.56  -0.051
C 6.86 14.51 12.17  -0.281
N 7.37 15.49 11.92  0.126
H 4.99 13.80 12.50  0.088
H 6.33 12.91 13.42  0.023
H 6.03 12.60 11.81  0.066
C 16.31 6.33 10.30  -1.626
Br 16.70 5.26 11.87  0.548
Br 17.47 7.82 10.15  0.590
Br 14.45 6.87 10.44  0.596
H 16.43 5.74 9.39  -0.018

=====

Record 2
Molecular formula: C21H30CaCl2N5O4
Method: DFT, ωB97M-V/def2-TZVPD

Output
F_max: 0.0025 Eh/bohr
HOMO: -4.2 eV
Spin multiplicity: 1
Orbital gap: 6.80 eV
Relative energy (zero: lowest compared OMol25 entry of this formula, charge and spin): 0.0 kcal per mole
Charge: -1

Each line ends with the Löwdin charge.
Positions of all 63 atoms, in Å:
Ca 0.92 0.40 -0.06  1.263
N 3.46 -0.02 0.21  -0.065
C 3.96 -0.58 -1.05  -0.200
C 3.23 -0.01 -2.27  -0.627
O 3.55 -0.47 -3.39  -0.080
N 2.32 0.89 -1.98  -0.087
C 1.61 1.45 -3.11  -0.163
C 0.36 2.17 -2.63  -0.672
O -0.02 3.21 -3.16  0.012
O -0.27 1.60 -1.64  -0.295
H 3.86 0.90 0.37  0.076
H 3.64 -0.60 1.01  0.072
H 3.78 -1.66 -1.04  0.106
H 5.04 -0.45 -1.20  0.108
H 1.29 0.67 -3.81  0.117
H 2.22 2.15 -3.69  0.120
Cl -1.29 3.33 1.14  0.559
C -0.34 4.18 -0.08  -0.943
Cl 1.39 3.80 0.09  0.569
H -0.45 5.25 0.09  0.027
H -0.65 3.87 -1.07  -0.006
O -2.90 2.43 -1.95  -0.084
C -3.77 1.56 -1.26  -0.287
C -3.77 0.14 -1.80  -0.171
C -2.54 -0.68 -1.38  -0.155
C -2.52 -0.90 0.11  -0.296
C -3.51 -1.70 0.69  -0.036
C -3.58 -1.81 2.06  -0.070
C -2.66 -1.12 2.83  -0.054
C -1.69 -0.38 2.18  -0.138
N -1.60 -0.28 0.85  0.085
H -1.97 2.14 -1.83  0.027
H -4.77 1.98 -1.37  0.110
H -3.55 1.55 -0.18  0.097
H -3.82 0.19 -2.89  0.114
H -4.67 -0.37 -1.46  0.100
H -1.63 -0.17 -1.69  0.072
H -2.56 -1.65 -1.89  0.113
H -4.22 -2.21 0.05  0.110
H -4.33 -2.43 2.53  0.101
H -2.66 -1.16 3.91  0.104
H -0.93 0.15 2.76  0.089
C 0.78 -2.84 1.80  -0.068
C 1.00 -1.68 2.72  -0.443
C 0.92 -1.67 4.10  -0.111
C 1.18 -0.33 4.50  -0.108
C 1.40 0.38 3.34  -0.444
C 1.73 1.84 3.20  -0.076
N 1.29 -0.43 2.24  -0.078
H 0.64 -3.75 2.38  0.066
H 1.62 -3.00 1.13  0.054
H -0.11 -2.70 1.17  0.044
H 0.71 -2.52 4.74  0.077
H 1.22 0.06 5.51  0.076
H 1.88 2.29 4.18  0.070
H 0.95 2.40 2.70  0.007
H 2.66 1.99 2.63  0.055
C 1.53 -2.76 -3.65  -0.037
C 1.01 -2.20 -2.41  -0.205
N 0.61 -1.77 -1.43  0.159
H 0.73 -2.82 -4.39  0.086
H 1.94 -3.75 -3.46  0.086
H 2.34 -2.09 -3.98  0.065

=====

no.,calculated total energy (eV)
1,-283776.0905
2,-81395.0411